Density functional theory data (the ωB97M-V functional and the def2-TZVPD basis) for a 6-piece molecular cluster, C43H48NO21 overall at a distorted geometry.

Element x y z (Å)
C 0.20 -5.71 3.39
O 1.43 -6.08 2.79
C 2.56 -5.47 3.41
C 2.90 -4.18 2.68
C 3.73 -3.21 3.50
C 2.89 -2.31 4.39
C 3.70 -1.09 4.90
C 3.06 0.25 4.48
C 3.71 0.70 3.19
N 3.02 1.84 2.50
C 3.83 2.19 1.27
C 3.17 3.20 0.38
C 1.81 2.63 -0.04
C 0.97 2.54 1.24
C 1.61 1.52 2.15
H -0.59 -5.78 2.65
H 0.22 -4.69 3.77
H -0.04 -6.41 4.18
H 3.37 -6.18 3.31
H 2.36 -5.26 4.46
H 3.49 -4.46 1.81
H 2.00 -3.72 2.29
H 4.26 -2.56 2.81
H 4.49 -3.72 4.08
H 2.53 -2.84 5.26
H 2.06 -1.93 3.81
H 4.69 -1.13 4.45
H 3.82 -1.09 5.97
H 1.99 0.14 4.38
H 3.26 0.97 5.27
H 3.75 -0.13 2.49
H 4.73 1.02 3.36
H 3.03 2.64 3.13
H 4.02 1.25 0.76
H 4.78 2.57 1.64
H 3.80 3.39 -0.48
H 2.99 4.14 0.89
H 2.03 1.63 -0.41
H 1.33 3.23 -0.79
H -0.06 2.30 1.01
H 0.98 3.54 1.67
H 1.02 1.42 3.05
H 1.63 0.57 1.62
C 2.92 -0.09 -4.42
C 2.39 0.18 -5.63
C 0.96 0.60 -5.79
O 0.57 0.84 -6.91
C 0.13 0.68 -4.60
C 0.65 0.40 -3.40
C 2.09 0.01 -3.23
O 2.51 -0.21 -2.11
O -0.07 0.45 -2.28
O 3.08 0.10 -6.75
H 3.95 -0.40 -4.30
H -0.91 0.97 -4.73
H 0.53 0.19 -1.55
H 2.47 0.36 -7.47
C 1.52 6.80 2.76
C 2.47 6.82 3.70
C 2.95 8.10 4.32
O 3.81 8.01 5.18
C 2.37 9.35 3.86
C 1.42 9.33 2.91
C 0.92 8.05 2.31
O 0.04 8.11 1.47
O 0.85 10.44 2.45
O 3.04 5.71 4.15
H 1.17 5.88 2.32
H 2.74 10.26 4.30
H 0.20 10.16 1.78
H 3.69 5.99 4.83
C 1.35 -3.98 -7.78
C 1.94 -4.50 -8.86
C 1.99 -3.77 -10.18
O 2.56 -4.30 -11.10
C 1.35 -2.46 -10.26
C 0.75 -1.94 -9.18
C 0.73 -2.67 -7.86
O 0.19 -2.12 -6.92
O 0.15 -0.76 -9.19
O 2.52 -5.69 -8.86
H 1.31 -4.49 -6.83
H 1.38 -1.95 -11.21
H -0.20 -0.60 -8.29
H 2.87 -5.82 -9.77
C -2.17 -3.64 0.31
C -2.49 -3.50 -0.98
C -3.84 -3.01 -1.42
O -4.04 -2.89 -2.61
C -4.83 -2.71 -0.39
C -4.51 -2.85 0.90
C -3.15 -3.31 1.34
O -2.92 -3.39 2.53
O -5.36 -2.59 1.89
O -1.64 -3.77 -1.97
H -1.20 -3.99 0.63
H -5.81 -2.37 -0.71
H -4.88 -2.78 2.72
H -2.13 -3.59 -2.80
C -8.64 1.13 3.10
C -7.86 0.34 2.35
C -8.37 -0.35 1.12
O -7.58 -1.02 0.48
C -9.77 -0.18 0.76
C -10.56 0.60 1.52
C -10.04 1.32 2.73
O -10.81 2.02 3.35
O -11.84 0.80 1.25
O -6.58 0.11 2.63
H -8.28 1.63 3.98
H -10.13 -0.70 -0.11
H -12.17 1.40 1.94
H -6.26 -0.52 1.94

Properties
LUMO energy = -3.62 eV
frontier orbital gap = 7.310 eV
charge = +1
energy = -89848.4734 eV